90
Properties=species:S:1:pos:R:3:forces:R:3 method="wB97M-V/def2-TZVPD" homo_energy_ev="-7.17 / -7.22" spin_multiplicity=5 de_lowest_kj_mol=0.0 s_squared=6.0143 mol_weight_g_mol=677.06 lumo_ha="-0.0713 / -0.0713" orbital_gap_ev="5.23 / 5.28" largest_force_ev_per_a=3.0 charge=+1
Cr 0.334 0.201 0.707 -1.812 -0.889 -1.556
C -2.412 0.815 -2.131 -0.753 -0.541 0.247
C -2.336 -0.675 -2.517 -0.176 -0.364 0.540
C -2.193 -0.750 -4.047 0.849 0.101 0.209
C -1.682 -2.080 -4.534 -1.731 -1.969 0.224
C -0.468 -2.596 -3.752 -0.241 1.102 -0.918
C -0.709 -2.617 -2.238 -0.819 -0.255 -0.294
N -1.209 -1.298 -1.823 1.971 1.023 -1.989
O -1.046 -0.966 -0.510 -0.355 0.212 2.192
C 0.579 -2.905 -1.488 -0.306 0.050 0.446
C -1.692 -3.802 -1.968 0.417 -0.257 1.185
C -3.634 -1.386 -2.107 -1.556 0.005 0.810
H -3.025 0.865 -1.228 0.547 0.304 0.244
H -2.971 1.414 -2.856 0.109 -0.217 -0.363
H -1.417 1.226 -1.990 -0.108 -0.006 0.348
H -1.462 -0.013 -4.406 -0.408 0.394 0.223
H -3.206 -0.524 -4.384 0.218 0.107 -0.630
H -1.580 -2.196 -5.617 0.546 0.666 -0.015
H -2.533 -2.770 -4.404 0.216 -0.154 0.303
H 0.302 -1.880 -4.069 0.467 -0.321 0.584
H -0.187 -3.588 -4.110 0.040 -0.053 0.050
H 1.170 -1.998 -1.401 0.324 -0.339 -0.320
H 1.063 -3.759 -1.967 0.342 0.188 -0.051
H 0.381 -3.167 -0.445 -0.256 -0.078 -0.110
H -2.247 -3.525 -1.069 -0.381 -0.066 -0.199
H -1.172 -4.717 -1.658 0.316 0.123 -0.222
H -2.334 -4.118 -2.786 -0.201 0.404 -0.017
H -3.788 -1.503 -1.026 0.876 0.205 0.125
H -3.749 -2.407 -2.460 0.179 0.088 -0.477
H -4.573 -0.856 -2.331 0.308 0.170 -0.677
C -0.462 4.418 -1.710 -0.527 -0.342 0.592
S 0.244 3.683 -0.171 0.101 -0.815 -0.838
O -0.292 2.285 -0.113 -0.002 1.270 -0.382
C 1.980 3.650 -0.723 -0.110 0.983 0.597
H -1.317 3.792 -1.976 0.117 -0.218 0.190
H 0.227 4.403 -2.547 0.135 0.340 0.063
H -0.887 5.386 -1.449 0.418 0.233 -0.273
H 2.099 3.600 -1.797 -0.068 -0.280 -0.127
H 2.574 2.913 -0.190 -0.332 -0.273 0.041
H 2.304 4.638 -0.374 0.252 -0.026 -0.263
C -2.819 3.454 1.676 -0.412 -0.727 0.257
S -2.725 1.627 1.490 1.694 -0.089 1.094
O -1.298 1.213 1.899 -2.129 0.459 0.377
C -3.708 1.292 2.990 -0.851 0.291 0.253
H -2.545 3.698 2.701 0.068 0.076 -0.007
H -3.873 3.685 1.511 0.042 0.178 -0.013
H -2.201 3.990 0.967 0.086 -0.256 -0.114
H -4.584 1.945 3.054 0.137 0.137 -0.354
H -3.153 1.455 3.912 0.455 0.083 -0.272
H -4.133 0.290 3.025 0.355 -0.154 -0.428
C 4.672 -1.644 0.864 0.127 0.030 -0.974
S 3.025 -1.999 1.532 -0.223 0.207 1.147
O 1.956 -1.246 0.794 1.968 -1.211 -0.468
C 2.859 -3.745 1.074 -0.274 0.509 -1.236
H 5.469 -2.114 1.439 -0.303 -0.173 0.274
H 4.859 -0.570 0.859 -0.353 0.055 0.313
H 4.781 -1.963 -0.176 -0.242 -0.159 0.035
H 1.846 -4.048 1.336 0.074 0.051 0.315
H 3.610 -4.433 1.452 0.122 0.291 0.319
H 2.881 -3.737 -0.020 0.086 -0.179 0.030
C 0.812 -2.135 4.724 0.883 0.274 -0.581
S -0.506 -1.979 3.478 -0.063 -0.248 0.077
O -0.041 -1.067 2.385 -0.212 -0.756 1.755
C -1.780 -1.158 4.483 -0.030 -0.537 0.093
H 1.182 -1.164 5.055 -0.543 0.094 0.384
H 1.701 -2.548 4.238 -0.315 -0.202 -0.401
H 0.574 -2.839 5.518 -0.438 0.282 0.112
H -2.601 -1.057 3.780 0.014 0.318 0.053
H -1.529 -0.237 5.005 0.315 0.178 -0.456
H -2.117 -1.860 5.250 0.200 -0.228 -0.134
C 3.386 0.594 -2.609 -0.122 1.238 -0.699
S 1.618 0.140 -2.553 0.031 -0.733 1.164
O 1.240 0.519 -1.139 1.113 0.489 -1.621
C 0.917 1.355 -3.654 -0.044 0.008 -0.500
H 3.490 1.653 -2.869 -0.185 0.074 0.320
H 3.965 0.114 -3.397 -0.181 -0.632 0.274
H 3.762 0.467 -1.598 0.064 -0.405 -0.062
H 1.618 2.170 -3.807 -0.210 0.239 -0.071
H -0.058 1.658 -3.282 0.206 0.144 0.359
H 0.680 0.848 -4.592 0.375 0.020 -0.087
C 1.021 3.107 3.839 -0.280 0.517 0.833
S 1.435 1.380 3.471 0.397 0.572 0.609
O 1.647 1.196 1.999 0.371 0.700 -0.093
C 3.100 1.508 4.253 -1.054 -0.427 -0.157
H 1.580 3.879 3.309 0.094 -0.397 -0.458
H 1.256 3.279 4.896 0.187 -0.352 -0.005
H -0.046 3.321 3.805 -0.020 -0.381 -0.597
H 3.576 2.454 4.017 0.112 -0.045 -0.065
H 3.687 0.636 3.976 0.011 0.070 -0.182
H 2.842 1.423 5.309 0.295 0.200 0.096